(1)
Here is a structure of composition C44H39AsN3O7RuS at a distorted geometry from the Open Molecules 2025 dataset. Energies are from wB97M-V/def2-TZVPD.

Its orbital gap (spin up / spin down) is 0.26332 / 0.26633 Ha.

```
! wB97M-V def2-TZVPD RIJCOSX def2/J DEFGRID3
* xyz 0 2
Ru 0.04662 -0.26480 -0.00517
O 0.71624 2.71901 0.23088
S -0.43249 2.71638 1.09615
O -1.61322 3.46397 0.72107
N -0.75801 1.17652 1.41257
C -1.53075 0.66407 2.41863
C -2.22992 1.36780 3.39056
C -2.88609 0.69023 4.42791
C -2.86413 -0.67601 4.52283
C -2.18637 -1.43061 3.54414
C -2.08812 -2.83612 3.57215
C -1.36502 -3.47600 2.60050
C -0.77336 -2.72933 1.57863
N -0.88758 -1.41864 1.49163
C -1.54735 -0.75592 2.47912
C 0.10997 3.43403 2.63562
C -0.59055 4.50650 3.16825
C -0.15990 5.07500 4.35820
C 0.96104 4.56792 5.00123
C 1.66079 3.50140 4.45342
C 1.23830 2.93076 3.26305
H -2.26445 2.44319 3.34089
H -3.41259 1.26505 5.17925
H -3.35622 -1.18849 5.33954
H -2.56896 -3.38887 4.36930
H -1.25721 -4.55160 2.60536
H -0.18936 -3.21097 0.80660
H -1.45436 4.87984 2.63594
H -0.70643 5.90840 4.77990
H 1.29380 5.01265 5.93034
H 2.53638 3.11153 4.95603
H 1.76831 2.10081 2.81343
O 1.67506 -0.14512 1.51607
C 2.85804 0.07425 1.25406
C 3.49163 0.18847 -0.02537
C 4.88631 0.31304 -0.01638
C 5.59514 0.40708 -1.18437
C 4.92839 0.41998 -2.42106
C 3.56858 0.32638 -2.45928
C 2.78725 0.17734 -1.27764
O 1.51955 0.06335 -1.40386
N 7.04071 0.49904 -1.14178
O 7.63927 0.53259 -2.20228
O 7.58341 0.53655 -0.05091
H 3.53555 0.19339 2.11453
H 5.41729 0.32207 0.92701
H 5.51186 0.50525 -3.32664
H 3.03830 0.35997 -3.40174
O -1.18646 1.34094 -1.40134
As -1.54456 2.59874 -2.38959
C -3.47833 2.64461 -2.48346
C -4.17190 2.97640 -1.32125
C -5.55104 2.84628 -1.27962
C -6.23924 2.37857 -2.39095
C -5.54625 2.02627 -3.53963
C -4.16462 2.14929 -3.58643
C -0.79936 4.34751 -2.05780
C 0.58424 4.45832 -2.10031
C 1.17915 5.67913 -1.82582
C 0.39065 6.78000 -1.51905
C -0.99253 6.66552 -1.48955
C -1.59308 5.44436 -1.75395
C -0.86062 2.16719 -4.15520
C -1.29572 2.78520 -5.32352
C -0.78994 2.37703 -6.54869
C 0.16254 1.36853 -6.60699
C 0.62118 0.77389 -5.43987
C 0.10717 1.17001 -4.21325
H -3.61824 3.30998 -0.45122
H -6.09062 3.09869 -0.37592
H -7.31652 2.27733 -2.35908
H -6.08076 1.64874 -4.40186
H -3.62885 1.84383 -4.47468
H 1.18864 3.58860 -2.33039
H 2.25702 5.77206 -1.84659
H 0.85661 7.73286 -1.30335
H -1.60145 7.52769 -1.25004
H -2.67073 5.33968 -1.71743
H -2.02058 3.59012 -5.27659
H -1.14087 2.84303 -7.46060
H 0.54945 1.04743 -7.56575
H 1.37133 -0.00573 -5.48843
H 0.43679 0.70891 -3.28779
C -0.87892 -3.09291 -3.19822
C -0.99787 -2.82769 -1.69276
C -2.23699 -3.54849 -1.15730
C -1.07680 -1.31470 -1.45690
H -0.91401 -4.16385 -3.41355
H 0.05443 -2.68781 -3.59252
H -1.70923 -2.60996 -3.71854
H -0.09865 -3.24225 -1.21762
H -3.11005 -3.22354 -1.72882
H -2.42499 -3.32064 -0.10956
H -2.14759 -4.63203 -1.26892
H -2.10232 -1.00196 -1.24958
H -0.73992 -0.78386 -2.34427
*
```

***

(2)
Here is the ion C5H9N2O4P2 with charge -1 at a distorted geometry from the Open Molecules 2025 dataset. Energies are from wB97M-V/def2-TZVPD.

Its SMILES is [O-]PC(O)(O)P(O)Cn1ccnc1. The value obtained for the relative energy (zero: lowest compared OMol25 entry of this formula, charge and spin) is 0.000 eV. Its orbital gap is 0.28253 Ha.

```
! wB97M-V def2-TZVPD RIJCOSX def2/J DEFGRID3
* xyz -1 1
O 4.70115 -0.43830 -0.69626
P 3.37101 -0.43209 -1.39199
C 2.23815 -0.38378 0.15646
O 2.02031 0.87522 0.79454
O 2.80744 -1.26337 1.03662
P 0.47554 -0.90465 -0.25122
O 0.12876 0.23340 -1.40287
C -0.67657 -0.23137 1.12700
N -1.93054 -0.01890 0.41072
C -2.79718 -0.96090 0.00137
C -3.86567 -0.31805 -0.57691
N -3.66318 1.09437 -0.50604
C -2.47086 1.18672 0.05357
H 3.02845 1.14742 -1.43024
H 2.47854 1.62407 0.21561
H 3.78648 -0.97819 0.85845
H 0.94172 0.76394 -1.63060
H -0.83383 -1.15062 1.68480
H -0.39733 0.61941 1.70802
H -2.53562 -1.94250 0.34876
H -4.97206 -0.60542 -0.77468
H -1.83469 2.08360 0.26490
*
```

***

(3)
Here is a structure of composition C52H54BF4N3O4P2SSb2Sn at a distorted geometry from the Open Molecules 2025 dataset. Energies are from wB97M-V/def2-TZVPD.

The value obtained for the relative energy (zero: lowest compared OMol25 entry of this formula, charge and spin) is 0.000 eV. Its orbital gap is 0.23189 Ha.

```
! wB97M-V def2-TZVPD RIJCOSX def2/J DEFGRID3
* xyz 2 1
Sn 1.03545 0.58747 -1.14149
C -2.46805 -2.81908 2.51963
Sb -0.98041 -3.62357 1.17587
C -2.28444 -4.80403 -0.07922
C -0.45104 -5.24329 2.52323
C 0.26407 -6.24930 1.70036
C -0.42503 -7.35187 1.20312
C 0.17949 -8.23627 0.32833
C 1.48591 -8.01642 -0.08113
C 2.19011 -6.93928 0.41801
C 1.60433 -6.05745 1.32783
C 2.41097 -4.95386 1.88923
Sb 1.98810 -2.96598 0.99663
C 2.00598 -2.92490 -1.16524
C 3.73406 -1.80983 1.44199
H -3.16524 -3.63089 2.70391
H -2.99171 -1.98097 2.07744
H -2.00225 -2.51363 3.44957
H -2.90499 -5.40481 0.57763
H -1.70235 -5.45095 -0.72793
H -2.90599 -4.14058 -0.67224
H -1.37290 -5.64307 2.94191
H 0.15647 -4.82233 3.32251
H -1.44604 -7.51801 1.51784
H -0.36579 -9.09078 -0.04136
H 1.95819 -8.69550 -0.77273
H 3.21823 -6.78323 0.12281
H 3.46654 -5.06906 1.65138
H 2.28780 -4.80916 2.96317
H 2.67556 -2.12114 -1.47408
H 1.01461 -2.76829 -1.58500
H 2.39854 -3.87834 -1.50809
H 4.60499 -2.33481 1.05695
H 3.82502 -1.69732 2.52021
H 3.65384 -0.83239 0.96843
C -1.32201 3.50756 -2.11132
C -2.48673 2.51613 -2.13300
P -1.95390 0.76775 -1.80985
C -3.59607 0.00475 -1.51108
C -3.90956 -0.50616 -0.25831
C -5.14620 -1.08632 -0.02615
C -6.07604 -1.15877 -1.05059
C -5.76528 -0.65902 -2.30685
C -4.53055 -0.08073 -2.53961
C -1.61128 -0.01918 -3.42050
C -1.17943 -1.34155 -3.31377
C -0.88166 -2.07690 -4.44449
C -1.00257 -1.48759 -5.69389
C -1.42146 -0.17306 -5.80537
C -1.72314 0.56493 -4.67210
P -0.22895 3.23924 -0.63970
C -1.17716 3.91043 0.77035
C -0.59592 3.72179 2.02335
C -1.18573 4.24230 3.15898
C -2.37990 4.93940 3.05407
C -2.96918 5.12417 1.81311
C -2.37006 4.61645 0.67085
C 1.06974 4.50622 -0.84766
C 2.00185 4.27507 -1.85813
C 3.06172 5.14211 -2.04630
C 3.21599 6.23465 -1.20637
C 2.30916 6.45513 -0.18341
C 1.23493 5.59837 -0.00050
H -1.67975 4.54105 -2.10870
H -0.69589 3.37484 -2.99509
H -3.02515 2.56256 -3.08318
H -3.19907 2.75124 -1.33453
H -3.17782 -0.43700 0.53685
H -5.38751 -1.48008 0.95121
H -7.04193 -1.60317 -0.86485
H -6.48479 -0.72149 -3.10938
H -4.28565 0.29569 -3.52239
H -1.11993 -1.79496 -2.31953
H -0.55767 -3.10471 -4.36052
H -0.76025 -2.05845 -6.57686
H -1.49927 0.28537 -6.77886
H -2.01675 1.59895 -4.77051
H 0.33500 3.17301 2.09094
H -0.72091 4.10584 4.12428
H -2.84426 5.34346 3.94002
H -3.89483 5.67440 1.72798
H -2.82994 4.79090 -0.29015
H 1.88204 3.42521 -2.51664
H 3.76398 4.96138 -2.84616
H 4.04644 6.90965 -1.35019
H 2.43260 7.30001 0.47917
H 0.53109 5.79526 0.79516
F 0.80194 1.68114 -3.53806
B 1.82566 0.97738 -4.22921
F 1.89865 -0.28385 -3.48460
F 1.51396 0.74703 -5.50289
F 3.00260 1.62395 -3.99985
N 4.71558 -0.12002 -2.57847
C 4.62917 0.89109 -1.69705
N 3.63240 1.04873 -0.85803
C 3.89100 2.08704 0.02358
C 3.05689 2.50015 1.05623
C 3.44621 3.56042 1.84994
C 4.66832 4.19613 1.64677
C 5.52311 3.78603 0.64078
C 5.12090 2.73543 -0.16600
S 5.95923 2.00941 -1.51197
H 3.84753 -0.46041 -2.97075
H 5.46396 -0.05856 -3.25315
H 2.12021 1.97037 1.22040
H 2.79920 3.90713 2.64176
H 4.95163 5.01845 2.28446
H 6.47454 4.26918 0.48015
O 1.02506 -2.00658 2.92272
C 0.52766 -1.04331 2.30279
O 0.78662 -0.90709 1.06198
C -0.48202 -0.20039 2.95289
C -1.36681 0.54359 2.17314
C -2.46763 1.14522 2.75368
C -2.68201 1.03038 4.11627
C -1.76557 0.33247 4.89291
C -0.66819 -0.29317 4.33130
N -2.00874 0.20296 6.33584
O -1.27331 -0.53600 6.94401
O -2.92462 0.84216 6.78857
H -1.19346 0.61492 1.10645
H -3.16507 1.69555 2.14252
H -3.54749 1.46988 4.58955
H 0.02047 -0.84997 4.95209
*
```

***

(4)
Here is the molecule C4H7NS at a distorted geometry from the Open Molecules 2025 dataset. Energies are from wB97M-V/def2-TZVPD.

Its SMILES is C=CN(C)C=S. The value obtained for the relative energy (zero: lowest compared OMol25 entry of this formula, charge and spin) is 1.126 eV. Its orbital gap is 0.32754 Ha.

```
! wB97M-V def2-TZVPD RIJCOSX def2/J DEFGRID3
* xyz 0 1
C 2.83534 -0.19604 0.01577
C 1.60236 -0.69591 -0.07471
N 0.39564 -0.01307 -0.01854
C 0.46805 1.44875 0.01445
C -0.77062 -0.66591 0.14420
S -2.28620 -0.07296 -0.03704
H 3.10586 0.88342 0.09643
H 3.62276 -0.92730 0.04344
H 1.49960 -1.74029 -0.28801
H 0.47384 1.85745 1.00058
H 1.33896 1.74325 -0.56036
H -0.43471 1.82692 -0.45151
H -0.60742 -1.73001 0.28364
*
```

***

(5)
Here is a structure of composition H22O11 at a distorted geometry from the Open Molecules 2025 dataset. Energies are from wB97M-V/def2-TZVPD.

The value obtained for the relative energy (zero: lowest compared OMol25 entry of this formula, charge and spin) is 11.366 eV. Its orbital gap is 0.27960 Ha.

```
! wB97M-V def2-TZVPD RIJCOSX def2/J DEFGRID3
* xyz 0 1
O 1.33539 -0.38366 2.31206
H 1.32179 0.50187 1.94891
H 2.14507 -0.42186 2.82117
O -0.60890 -0.30125 -2.37816
H -0.32562 -1.19400 -2.18071
H -1.35166 -0.15033 -1.79357
O -1.87856 -0.46213 -0.66053
H -2.13811 -0.88528 0.15788
H -2.67584 -0.03435 -0.97288
O 0.43131 -2.10588 -1.47794
H 1.24285 -2.60214 -1.58452
H 0.45038 -1.80709 -0.56876
O -1.26889 2.18984 -1.14069
H -0.66591 2.82908 -1.52019
H -0.78942 1.81764 -0.40054
O 0.30755 -1.34760 0.56661
H -0.03464 -2.18782 0.87185
H 0.87996 -1.05038 1.27388
O 1.47638 0.49536 -1.96355
H 0.58263 0.16733 -1.86443
H 2.03022 -0.21645 -1.64292
O -0.28045 0.69434 0.38573
H 0.48008 0.11630 0.44653
H -0.90780 0.20989 -0.15090
O -0.13986 2.17276 2.50008
H -0.44225 1.28702 2.29944
H -0.41612 2.69675 1.74818
O 2.84612 -0.76015 -1.03427
H 2.38977 -0.46169 -0.24756
H 3.19391 -1.62014 -0.79826
O -2.22997 1.06019 2.01420
H -2.99607 1.42750 1.57330
H -1.96333 0.32630 1.46054
*
```

***

(6)
Here is the molecule O2 at a distorted geometry from the Open Molecules 2025 dataset. Energies are from wB97M-V/def2-TZVPD.

Its SMILES is O=O. The value obtained for the relative energy (zero: lowest compared OMol25 entry of this formula, charge and spin) is 0.010 eV. Its orbital gap is 0.28927 Ha.

```
! wB97M-V def2-TZVPD RIJCOSX def2/J DEFGRID3
* xyz 0 1
O -0.31269 -0.50613 0.11653
O 0.31269 0.50613 -0.11653
*
```

***

Number 6 is which compound?
O2